[1]
Below is 2 unconnected molecules or ions with the total composition C38H44N4O3S, with properties calculated with ωB97M-V with the def2-TZVPD basis set.

```
90
Properties=species:S:1:pos:R:3:forces:R:3:mulliken_charge:R:1
C -8.450969 0.089033 1.216236 3.9 5.9 0.5 -0.2368
C -7.623364 1.125433 1.253137 -4.5 -4.6 1.0 -0.3738
C -6.761287 2.438622 1.694660 -0.6 -1.0 -1.3 -0.0781
C -5.839596 2.891845 0.448170 2.9 1.2 -3.1 0.1982
C -6.404764 3.062100 -1.044851 2.8 0.5 0.2 -0.4155
C -5.512276 3.491988 -2.279316 2.0 -0.4 3.1 -0.5590
C -3.965896 3.779333 -2.117799 -2.0 -1.2 3.9 -0.4646
C -3.354547 3.611476 -0.644875 -2.5 -0.6 -0.5 0.1776
C -4.269076 3.181246 0.603814 -1.1 0.1 -2.2 0.3012
C -3.512875 3.011798 2.041392 -0.6 0.8 1.4 -0.3284
O -4.012737 3.358971 3.159445 2.0 -1.8 -4.8 -0.5809
C -2.003548 2.392709 1.928030 1.3 0.8 -2.4 0.4999
C -1.480123 1.353980 3.043744 -0.4 -0.1 0.1 -1.2426
C -1.134645 -0.119017 2.451164 -0.1 -0.9 0.0 1.5195
C -2.346146 -0.810533 1.634968 0.4 -0.6 -0.7 -1.0981
C -0.697914 -1.189276 3.617265 0.2 -0.2 -0.4 -1.0428
C -1.173423 2.807603 0.804269 -1.7 -0.5 1.8 0.3541
C 0.340041 2.308917 0.568038 -0.8 0.8 0.3 -0.8700
C 0.327177 1.312815 -0.705222 0.1 0.2 -0.4 0.5220
C 0.680748 2.052615 -2.124170 -0.6 -0.5 0.4 -0.9804
C -0.414790 1.499279 -3.201195 0.7 0.5 -0.5 -0.2396
C 0.037226 0.004553 -3.660482 0.6 0.5 0.9 -1.0264
C -0.754592 -1.190053 -2.917967 0.1 -0.5 -0.9 0.3592
C -2.258224 -1.458466 -3.453629 -0.8 -1.6 1.1 -0.7545
S -2.784619 -0.383796 -4.878358 -1.3 -0.3 -0.7 -0.1188
C -4.557222 -0.876580 -5.168734 -2.6 -2.6 3.6 0.3633
N -5.234349 -1.573360 -4.081087 1.5 2.5 -4.4 -0.0728
N -6.530399 -1.863638 -4.470754 2.0 3.1 -6.4 -0.4797
C -6.615719 -1.336272 -5.834174 0.2 -1.6 4.5 0.0104
O -5.403291 -0.700750 -6.313462 -0.9 -2.1 4.1 -0.2613
C -1.767203 3.825701 -0.330213 0.5 1.6 -0.5 0.3923
O -1.042889 4.720362 -0.875497 -3.0 -4.1 2.1 -0.5715
H -9.319073 -0.675391 1.255933 2.2 1.7 -0.3 0.3571
H -7.479388 3.322467 1.953758 1.2 -1.8 -0.5 0.3260
H -6.164415 2.158200 2.642677 -0.8 0.6 -1.8 0.2378
H -7.526388 2.845811 -1.276307 2.3 0.4 0.7 0.3051
H -5.938861 3.580498 -3.357212 0.6 -0.2 2.3 0.3201
H -3.264416 4.073306 -2.991342 -1.5 -0.5 1.7 0.3851
H -2.290848 1.237311 3.877651 1.4 0.3 -1.6 0.3196
H -0.534665 1.769952 3.555196 -1.4 -0.6 -0.8 0.3858
H -0.223609 -0.085989 1.722791 -1.7 0.4 1.2 -0.4808
H -2.893851 -0.096016 0.902853 0.8 -1.1 1.4 0.1842
H -1.858096 -1.626954 0.951924 -0.9 1.3 1.1 0.1627
H -3.090333 -1.405420 2.310684 1.2 1.5 -1.1 0.4190
H -1.528302 -1.994420 3.771046 1.5 1.6 -0.1 0.2886
H 0.247552 -1.771238 3.257483 -1.6 1.0 0.6 0.1045
H -0.415152 -0.684856 4.610784 -0.6 -0.8 -1.5 0.3508
H 0.727057 1.837021 1.542010 -0.7 0.6 -1.6 0.3038
H 0.979879 3.267604 0.396838 -1.1 -1.8 0.0 0.4720
H 1.075045 0.428186 -0.619600 -1.2 1.3 0.3 -0.3812
H -0.742150 0.851590 -0.781919 2.0 0.8 0.2 -0.0828
H 0.682529 3.198461 -2.026906 -0.3 -1.8 -0.1 0.4171
H 1.773471 1.749983 -2.402725 -2.0 0.5 0.2 0.4441
H -0.436641 2.205967 -4.127971 0.1 -1.3 1.6 0.3143
H -1.503178 1.518207 -2.776330 2.0 -0.1 -0.5 0.2017
H 1.157659 -0.095447 -3.336920 -1.9 0.1 -0.7 0.2126
H 0.037680 -0.047255 -4.808495 -0.3 -0.3 1.8 0.4172
H -0.158798 -2.175918 -3.107466 -1.0 1.7 0.2 0.3022
H -0.813038 -1.068467 -1.767680 0.2 0.1 -2.0 -0.3083
H -2.346283 -2.574862 -3.784869 0.0 2.1 0.6 0.4535
H -2.997664 -1.308347 -2.583081 1.1 -0.2 -1.5 0.3068
H -7.629391 -1.464971 -6.354265 2.2 0.7 0.1 0.3701
C 1.614938 -3.487063 -0.467876 -0.2 -0.1 0.0 -0.8202
N 2.875091 -3.039119 0.162469 0.3 0.2 0.0 0.0724
C 3.299735 -3.647826 1.288226 0.5 0.3 0.1 -0.4301
C 4.500699 -3.278542 1.882715 -0.3 -0.2 0.1 -0.5736
C 5.287578 -2.274291 1.315841 -0.8 -0.2 -0.4 0.7876
C 4.801450 -1.652246 0.163062 0.0 0.0 -0.1 -0.7308
C 3.594116 -2.047576 -0.396328 0.4 0.0 0.3 -0.1897
C 6.596048 -1.890720 1.882506 0.8 0.3 0.3 0.5547
C 7.757850 -1.974548 1.111240 0.1 0.0 -0.1 -0.6933
C 8.979378 -1.566877 1.629030 -0.5 -0.1 0.0 -0.1179
N 9.062536 -1.080171 2.882251 -0.3 -0.2 -0.3 -0.0055
C 7.966679 -1.007435 3.665489 -0.4 -0.2 -0.4 -0.3530
C 6.725781 -1.409800 3.186727 0.1 0.1 0.3 -0.5803
C 10.358436 -0.602152 3.408525 0.1 0.1 0.2 -0.8643
H 0.816934 -3.397495 0.271238 0.0 -0.1 -0.2 0.4138
H 1.751376 -4.525309 -0.776978 -0.1 0.1 0.0 0.3996
H 1.392113 -2.865655 -1.335609 0.1 0.0 0.2 0.1355
H 2.675343 -4.436443 1.695976 0.0 0.1 -0.1 0.5217
H 4.822304 -3.802596 2.779200 -0.1 0.1 -0.2 0.5354
H 5.357996 -0.849109 -0.313003 -0.1 -0.1 0.0 0.5187
H 3.202839 -1.580472 -1.294196 0.0 -0.1 0.1 0.4740
H 7.725561 -2.361262 0.095860 0.1 0.1 0.2 0.5081
H 9.891646 -1.619337 1.043477 -0.1 0.1 0.2 0.3974
H 8.096536 -0.612714 4.667940 0.1 0.0 -0.2 0.4834
H 5.860632 -1.318511 3.837998 0.2 0.0 -0.1 0.5120
H 10.578603 -1.156739 4.321699 0.1 0.1 -0.1 0.3747
H 10.258593 0.466252 3.610177 0.1 -0.2 0.0 0.3783
H 11.144168 -0.769900 2.671256 -0.2 0.0 0.1 0.2802
```
Positions in Å, forces in eV/Å.

Values from the calculation:
- Frontier orbital gap: 3.56 eV
- Charge: +2

[2]
Below is a molecular structure, C38H44NO7Os, with properties calculated with ωB97M-V with the def2-TZVPD basis set.

```
91
Properties=species:S:1:pos:R:3:forces:R:3:lowdin_spin:R:1
C 0.022400 -0.522063 -6.138203 0.1 -0.7 -0.9 0.0019
C -0.206650 -1.201086 -4.785658 0.9 0.1 -0.1 0.0069
C -0.392017 0.955774 -6.016541 -0.3 0.1 0.1 0.0166
C -1.228171 1.120820 -4.714403 -0.4 -0.3 0.2 0.0669
H -1.011856 1.212313 -6.877737 0.3 0.0 0.0 0.0000
H 0.481309 1.622471 -6.024300 -0.3 -0.3 0.1 0.0026
C -1.341696 -0.450473 -4.146427 -0.4 0.7 -0.2 0.0600
H 0.727348 -1.092682 -4.218579 -0.3 -0.1 0.1 0.0006
H -0.422995 -2.274219 -4.897401 0.1 0.4 0.1 0.0024
C -1.660337 -1.006273 -2.725286 0.0 -1.1 1.0 0.0331
H -2.233706 -0.773284 -4.730043 0.2 0.2 0.4 0.0031
H -2.283103 1.351398 -4.958895 0.5 -0.1 -0.1 0.0059
C -0.723340 2.310886 -3.941969 -0.1 -1.5 0.3 0.5758
C 1.460485 -0.696132 -6.594167 1.2 0.4 1.4 0.0002
C -0.731850 -1.161886 -7.301114 -1.6 0.9 -0.4 0.0006
O -1.265661 -0.527652 -8.193874 0.4 -0.7 0.7 0.0003
O 2.428294 -0.694770 -5.847352 -1.1 0.0 -1.2 0.0005
O 1.549274 -0.835061 -7.926653 0.4 0.0 0.4 0.0002
O -0.780695 -2.501287 -7.254757 0.2 0.1 -0.3 0.0003
C -1.317850 -3.047895 -8.468917 0.0 -0.2 0.0 0.0000
H -1.231914 -4.130467 -8.374855 0.0 0.1 0.0 0.0000
H -0.728305 -2.682543 -9.316750 -0.2 -0.1 0.1 0.0000
H -2.363825 -2.747666 -8.585391 0.2 -0.1 -0.1 0.0000
C 2.878973 -1.055923 -8.387358 0.2 0.0 -0.2 0.0000
H 3.531352 -0.249280 -8.035324 -0.1 -0.3 -0.1 0.0000
H 2.797630 -1.059892 -9.472888 0.1 0.0 0.1 0.0000
H 3.245940 -2.023136 -8.021633 0.0 0.3 -0.1 0.0000
O -0.642330 -1.230568 -1.729649 -0.9 1.1 -4.3 0.2757
H -1.894329 -2.068340 -2.956848 -0.8 0.5 -0.2 0.0065
H -2.560737 -0.496953 -2.288211 0.6 -0.3 -0.4 0.0011
C -1.657819 2.970843 -2.997668 -0.1 0.1 0.4 0.0900
C 0.730904 2.295783 -3.635936 0.4 0.0 0.2 0.0847
H 1.308668 3.062412 -4.164395 0.0 0.1 -0.1 0.0258
H 1.154912 1.316743 -3.931326 0.1 0.5 0.4 0.0058
H 0.890711 2.487352 -2.559640 0.1 -0.2 -0.4 0.0114
H -1.147755 3.104871 -2.032754 -0.4 -0.1 0.0 0.0119
H -2.566464 2.360655 -2.882332 0.2 0.2 0.2 0.0072
H -1.996289 3.970241 -3.281209 0.0 0.1 -0.3 0.0268
Os -0.472100 -0.656925 0.146788 -0.5 0.9 -1.9 1.6763
C -1.968412 0.029937 1.571606 -0.6 0.5 1.3 0.0332
C -2.705427 -0.309182 0.414500 -1.0 -0.7 -0.4 0.0760
C -2.518673 -1.689079 0.166908 -2.7 -0.4 -0.5 0.2036
H -3.341525 0.363458 -0.151926 0.2 -0.1 0.1 0.0087
C -1.596699 -2.204304 1.112628 -0.1 -0.5 0.7 0.0472
C -1.312152 -1.144454 2.029458 -1.8 -0.4 2.4 0.0896
H -0.791419 -1.252100 2.972501 0.1 0.2 -0.2 0.0083
H -1.951458 0.991421 2.074837 0.2 -0.1 -0.1 0.0017
H -3.007584 -2.257129 -0.623674 0.4 0.2 0.1 0.0171
H -1.250109 -3.235825 1.197399 -0.2 0.4 -0.1 0.0022
C 1.294807 0.708524 0.434323 -0.5 0.4 0.3 0.0409
C 1.136753 -0.262739 1.452133 2.5 0.1 2.0 0.0839
C 1.284538 -1.562226 0.873060 1.6 -0.2 0.9 0.0556
H 1.031032 -0.035018 2.510275 0.0 0.1 -0.3 0.0064
C 1.562060 -1.381521 -0.507343 1.6 0.8 -0.8 0.0997
C 1.573269 0.017133 -0.774136 1.7 -1.0 -0.8 0.1875
H 1.750784 0.472106 -1.740372 -0.2 -0.2 0.1 0.0151
H 1.234783 1.783193 0.578328 0.0 -0.3 0.1 0.0010
H 1.255386 -2.507119 1.405353 0.0 0.2 -0.1 0.0032
H 1.692659 -2.175062 -1.238710 -0.2 0.3 0.2 0.0079
C 4.109502 0.654889 6.767492 0.2 0.0 0.1 0.0000
C 3.023922 -0.271717 6.286615 -0.4 -0.2 0.0 0.0001
C 3.379234 -1.426582 5.594241 0.1 -0.2 -0.3 0.0005
C 2.406962 -2.278695 5.072628 -0.2 0.1 0.3 0.0008
C 1.061830 -1.950673 5.211485 0.2 0.3 0.1 0.0010
C 0.689753 -0.752183 5.854759 0.8 -0.2 0.0 0.0003
N -0.654433 -0.418881 5.820029 -0.8 -0.8 0.1 0.0010
C -1.342983 0.791621 6.043087 -0.3 0.5 0.3 0.0006
C -2.324723 0.827931 7.053057 0.4 0.2 -0.2 0.0002
C -3.016201 2.006347 7.313981 -0.1 0.1 -0.2 0.0000
C -2.797104 3.136649 6.511764 0.1 -0.1 0.0 0.0000
C -1.880688 3.077727 5.460633 -0.2 -0.2 0.3 0.0001
C -1.139427 1.918205 5.232942 0.1 -0.3 0.2 0.0002
C -0.165561 1.873240 4.062955 0.4 0.4 -0.9 0.0004
O 1.023676 1.532572 4.283931 -0.9 0.3 -0.2 0.0017
O -0.686770 2.221296 2.964430 0.5 -0.1 0.7 0.0006
C 1.673375 0.033058 6.504753 -0.1 -0.6 -0.5 0.0001
C 1.291982 1.200030 7.348053 -0.1 0.6 0.1 0.0000
H 3.988937 1.670759 6.363557 -0.1 -0.3 0.1 0.0000
H 4.132123 0.728349 7.863155 0.0 0.0 -0.2 0.0000
H 5.084348 0.279569 6.436497 -0.1 0.1 0.1 0.0000
H 4.438047 -1.647212 5.457755 -0.2 0.0 0.0 0.0000
H 2.689043 -3.186259 4.539986 0.0 0.2 0.1 0.0002
H 0.280855 -2.600603 4.799473 0.3 0.3 0.0 0.0009
H -1.277454 -1.214817 5.717002 0.3 0.3 0.0 0.0013
H -2.490549 -0.074844 7.648755 0.0 0.3 -0.1 0.0000
H -3.731643 2.041776 8.141057 0.2 0.0 -0.3 0.0000
H -3.351082 4.060125 6.685101 0.1 -0.3 0.1 0.0000
H -1.730607 3.918214 4.781349 -0.1 -0.2 0.2 0.0000
H 1.056554 2.067050 6.714437 0.0 -0.2 0.2 0.0000
H 0.420304 0.987979 7.977357 0.1 0.0 -0.1 0.0000
H 2.119735 1.488996 8.000229 -0.1 -0.1 0.0 0.0000
```
Positions in Å, forces in eV/Å.

Values from the calculation:
- ⟨S²⟩: 6.021
- 2S+1: 5
- Frontier orbital gap (spin up / spin down): 3.71 / 6.79 eV
- Charge: -1

Energy values (in Eh) by entry order: -2316.1574; -2146.3240.